No. 1
Computed, not measured: a structure of composition C21H39BrCrN6OPSi, with wB97M-V/def2-TZVPD.

The calculation puts the LUMO energy (alpha / beta) at -0.2391 / -0.2273 hartree. The spin multiplicity is 4. The value obtained for the highest occupied orbital energy (alpha / beta) is -13.78 / -14.01 eV. Its charge is +2. Its expectation value of S² is 3.7907.

Element x y z (Å)
Cr (0.374375, 0.680424, -0.724917)
C (-0.400663, 6.228809, -1.064121)
C (0.480064, 5.019710, -1.197108)
C (1.819896, 5.110514, -1.567986)
C (2.619822, 3.980500, -1.697154)
C (2.005574, 2.783612, -1.439554)
Br (2.879388, 1.086093, -1.491036)
N (0.734241, 2.652864, -1.086910)
C (-0.024976, 3.749207, -0.960622)
H (0.192418, 7.133406, -0.949098)
H (-1.061829, 6.140620, -0.202890)
H (-1.022150, 6.347761, -1.952830)
H (2.254374, 6.085387, -1.754253)
H (3.662373, 4.038250, -1.973632)
H (-1.051452, 3.585807, -0.656314)
C (-2.964918, 0.433733, -2.311169)
C (-2.786140, 0.419787, -0.825550)
C (-3.813642, 0.206046, 0.066135)
C (-3.549851, 0.254249, 1.438834)
C (-2.282275, 0.495404, 1.927494)
C (-1.272359, 0.705708, 0.989698)
N (-1.561175, 0.688965, -0.335866)
N (0.076231, 0.920286, 1.149721)
Si (0.831335, 1.748090, 2.537975)
C (1.061902, 0.570362, 3.943372)
C (-0.281031, 3.150091, 3.024551)
C (2.472153, 2.378042, 1.944610)
H (-3.348803, 1.403311, -2.634492)
H (-3.682710, -0.321617, -2.626064)
H (-2.022325, 0.254429, -2.829223)
H (-4.810870, 0.009801, -0.301129)
H (-4.359943, 0.088776, 2.138134)
H (-2.070142, 0.512676, 2.987022)
H (0.133055, 0.067891, 4.224008)
H (1.410988, 1.118255, 4.822679)
H (1.810227, -0.191803, 3.717799)
H (-1.114141, 2.833171, 3.654091)
H (-0.696769, 3.654034, 2.147563)
H (0.286853, 3.891654, 3.592029)
H (3.046412, 1.622270, 1.405703)
H (3.078119, 2.674470, 2.804216)
H (2.358373, 3.262496, 1.311462)
C (-1.716678, -4.382272, -0.232833)
N (-1.174770, -3.199457, -0.907055)
C (-1.888039, -2.863903, -2.141328)
P (0.359666, -2.670666, -0.758210)
O (0.394203, -1.173892, -1.126558)
N (1.392543, -3.400206, -1.772329)
C (2.333018, -2.747934, -2.675364)
C (1.374073, -4.862814, -1.858544)
N (0.778875, -3.019166, 0.771582)
C (2.169957, -3.230855, 1.170654)
C (-0.091727, -2.618313, 1.880177)
H (-1.820453, -5.209071, -0.939439)
H (-2.702906, -4.153285, 0.173135)
H (-1.069198, -4.698990, 0.578899)
H (-1.871113, -3.703967, -2.840021)
H (-1.437220, -2.000967, -2.627333)
H (-2.927566, -2.624745, -1.911248)
H (2.238511, -1.668461, -2.610193)
H (2.130923, -3.050413, -3.704351)
H (3.358991, -3.033488, -2.430826)
H (0.692612, -5.285458, -1.122523)
H (2.369593, -5.263554, -1.659695)
H (1.059132, -5.184583, -2.852620)
H (2.777466, -3.514496, 0.315775)
H (2.217889, -4.031002, 1.909212)
H (2.588785, -2.325236, 1.619872)
H (-1.114823, -2.475855, 1.537265)
H (0.259526, -1.686584, 2.321252)
H (-0.091271, -3.393888, 2.647454)

Atoms 1-3, force components in eV/Å:
Cr -0.244 -0.447 0.164
C 0.057 -0.015 0.009
C -0.097 0.035 0.023

***

No. 2
Computed, not measured: a structure of composition C21H39F6Fe2O11S2, with wB97M-V/def2-TZVPD.

The calculation puts the LUMO energy (alpha / beta) at -0.1046 / -0.1212 hartree. The spin multiplicity is 9. The value obtained for the highest occupied orbital energy (alpha / beta) is -12.05 / -11.22 eV. Its charge is +1. Its expectation value of S² is 20.0126.

Element x y z (Å)
Fe (2.797893, 4.430613, 34.191720)
Fe (0.088195, 4.228121, 31.433451)
C (2.268002, 7.189397, 31.808036)
C (1.313956, 6.700845, 32.912118)
C (0.069067, 7.514359, 32.879123)
O (1.263164, 5.314354, 32.902230)
H (1.782856, 7.060643, 30.840491)
H (3.173390, 6.590563, 31.709169)
H (2.554290, 8.238907, 31.876320)
H (1.889062, 7.011749, 33.784299)
H (-0.519956, 7.385554, 33.787177)
H (-0.664457, 7.422613, 32.078108)
H (0.240450, 8.583084, 32.750494)
C (4.054463, 1.720495, 30.329049)
F (3.617756, 0.697031, 31.022360)
F (5.378210, 1.736140, 30.262635)
F (3.805773, 1.696844, 28.998251)
S (3.308163, 3.389565, 31.078059)
O (3.431039, 3.285086, 32.551381)
O (4.128403, 4.441783, 30.613492)
O (1.890329, 3.619976, 30.745622)
C (-0.827080, 1.448195, 35.048820)
F (-1.890829, 0.933046, 34.382877)
F (-1.295935, 2.505934, 35.669421)
F (-0.257487, 0.624880, 35.920227)
S (0.552304, 2.025434, 33.908966)
O (1.283742, 0.740619, 33.767353)
O (-0.075162, 2.651103, 32.705272)
O (1.446497, 2.942676, 34.647599)
C (7.227349, 5.502347, 34.433986)
C (6.590837, 6.920777, 34.259080)
C (5.342902, 6.679842, 33.380291)
O (4.973964, 5.328155, 33.752529)
C (6.140086, 4.540506, 33.869601)
H (7.690484, 5.347390, 35.408456)
H (8.094462, 5.440511, 33.776429)
H (7.182662, 7.614637, 33.662084)
H (6.241435, 7.335444, 35.204639)
H (5.583018, 6.710942, 32.317529)
H (4.457762, 7.290641, 33.557921)
H (6.337007, 4.356448, 32.813456)
H (5.972504, 3.612868, 34.416880)
C (1.677462, 5.704088, 37.904577)
C (2.444716, 7.043075, 37.657930)
C (3.197281, 6.716416, 36.363801)
O (2.573136, 5.552690, 35.868422)
C (1.304412, 5.384039, 36.506236)
H (0.897507, 6.060529, 38.577425)
H (2.336651, 4.931380, 38.300152)
H (2.991202, 7.258820, 38.576036)
H (1.799949, 7.921762, 37.641087)
H (4.237747, 6.530578, 36.630229)
H (3.089420, 7.558452, 35.680110)
H (0.800855, 4.423157, 36.400247)
H (0.577605, 6.088833, 36.102331)
C (4.788348, 1.163536, 36.473859)
C (5.519754, 2.383156, 36.934330)
C (4.341546, 3.353470, 36.897651)
O (3.810834, 3.099538, 35.545143)
C (3.919685, 1.705316, 35.332362)
H (4.200888, 0.678399, 37.253364)
H (5.462650, 0.388413, 36.109711)
H (6.311415, 2.566207, 36.207778)
H (5.771136, 2.232116, 37.984134)
H (4.837141, 4.310076, 37.063117)
H (3.745072, 3.279776, 37.806983)
H (4.541835, 1.570730, 34.447543)
H (3.013427, 1.105718, 35.247046)
C (-3.843199, 5.046215, 33.478095)
C (-3.780223, 3.701160, 32.935214)
C (-2.976477, 3.913728, 31.684996)
O (-1.919855, 4.815919, 32.081153)
C (-2.451757, 5.700505, 33.078020)
H (-4.038763, 5.144789, 34.545861)
H (-4.588580, 5.579104, 32.887743)
H (-4.763714, 3.310720, 32.673665)
H (-3.230309, 3.139572, 33.690399)
H (-3.543987, 4.312483, 30.844145)
H (-2.423167, 3.029665, 31.368161)
H (-2.675856, 6.692916, 32.686873)
H (-1.987507, 5.757491, 34.062558)

Atoms 1-3, force components in eV/Å:
Fe 0.418 0.191 -1.537
Fe 1.354 0.707 2.079
C -0.195 -0.316 -0.966

***

Which formula does entry 1 have? C21H39BrCrN6OPSi